1.
This record from the Open Molecules 2025 dataset describes a structure of composition C30H27N6O9S3SbV in a non-equilibrium geometry. The level of theory is ωB97M-V with the def2-TZVPD basis set.

XYZ file:
```
77
C30H27N6O9S3SbV (ωB97M-V with the def2-TZVPD basis set)
V -1.25 1.57 0.60
C 2.38 -0.93 3.03
O 1.12 -1.36 2.53
C 1.07 -2.42 1.70
C 2.17 -3.20 1.34
C 2.01 -4.26 0.46
C 0.76 -4.56 -0.07
C -0.33 -3.79 0.29
C -0.19 -2.72 1.16
N -1.22 -1.80 1.46
N -2.36 -2.29 1.38
C -3.43 -1.41 1.59
C -3.34 -0.04 1.80
O -2.17 0.60 1.79
C -4.52 0.72 2.01
C -5.74 0.13 2.01
C -5.88 -1.26 1.79
C -7.16 -1.88 1.78
C -7.28 -3.22 1.57
C -6.12 -4.00 1.37
C -4.88 -3.43 1.38
C -4.72 -2.04 1.59
H 2.83 -1.70 3.66
H 2.17 -0.03 3.60
H 3.06 -0.68 2.22
H 3.15 -2.98 1.74
H 2.87 -4.85 0.18
H 0.65 -5.38 -0.77
H -1.32 -3.97 -0.13
H -4.40 1.79 2.13
H -6.63 0.73 2.14
H -8.03 -1.26 1.93
H -8.26 -3.68 1.55
H -6.22 -5.07 1.20
H -4.00 -4.04 1.22
S -5.41 2.13 -1.25
Sb -3.28 2.66 -1.63
S -1.92 0.52 -1.14
S -2.36 3.38 0.70
O 1.75 2.43 2.98
C 1.22 2.41 1.89
O 0.31 1.51 1.57
C 1.63 3.35 0.80
C 2.73 4.15 1.03
C 3.24 4.96 0.03
C 2.65 4.98 -1.22
C 1.54 4.22 -1.45
C 0.96 3.36 -0.46
O -0.03 2.62 -0.74
N 0.95 4.28 -2.78
O -0.26 4.30 -2.88
O 1.72 4.36 -3.72
N 4.41 5.79 0.28
O 4.96 5.68 1.36
O 4.85 6.44 -0.65
H 3.21 4.12 2.00
H 3.06 5.59 -2.02
C 1.70 0.79 -2.69
C 2.73 0.19 -3.68
N 3.40 -0.96 -3.06
C 3.95 -0.54 -1.76
C 2.79 -0.14 -0.80
N 1.53 -0.09 -1.54
C 1.21 -1.44 -2.01
C 2.41 -2.01 -2.82
H 0.72 0.94 -3.16
H 2.04 1.76 -2.33
H 3.48 0.92 -3.97
H 2.25 -0.17 -4.59
H 4.63 0.30 -1.94
H 4.54 -1.36 -1.35
H 2.97 0.84 -0.34
H 2.68 -0.88 -0.01
H 0.31 -1.37 -2.62
H 0.99 -2.07 -1.15
H 2.09 -2.40 -3.79
H 2.90 -2.82 -2.28
```

Properties
**E_LUMO**: 0.821 eV
**Total charge**: -1
**Frontier orbital gap**: 6.423 eV
**Energy above the lowest of the compared OMol25 structures with the same formula, charge and spin**: 40.7 kJ/mol
**Energy**: -123646.3741 eV

Here is what Mulliken gives for the atomic charges, in e: 0.555 -0.810 -0.521 0.741 -0.339 -0.602 -0.832 -0.328 0.118 0.082 -0.288 -0.412 1.086 -0.316 -0.562 -1.173 0.886 -0.933 -0.466 -0.721 -0.464 0.872 0.425 0.219 0.262 0.398 0.394 0.353 0.425 0.479 0.347 0.376 0.376 0.386 0.406 -0.598 0.266 -0.516 -0.597 -0.708 0.083 -0.136 0.418 -0.457 -0.625 -0.572 -0.167 0.915 0.450 1.255 -0.592 -0.639 1.028 -0.637 -0.654 0.631 0.628 -0.196 -0.934 -0.214 -0.987 0.886 0.057 0.726 -0.832 0.627 -0.266 0.433 0.236 0.266 0.443 0.264 -0.889 0.614 -1.091 0.293 0.370



2.
This record from the Open Molecules 2025 dataset describes a structure of composition C13H41B2F3N3O7SV in a non-equilibrium geometry. The level of theory is ωB97M-V with the def2-TZVPD basis set.

XYZ file:
```
71
C13H41B2F3N3O7SV (ωB97M-V with the def2-TZVPD basis set)
O -0.36 -1.09 0.83
V -0.12 0.29 0.15
B -2.45 0.96 0.23
H -3.41 1.66 0.27
H -2.73 -0.07 -0.33
H -1.58 1.57 -0.28
H -2.08 0.70 1.32
B 0.81 1.51 2.02
H 0.71 0.35 2.19
H -0.16 1.94 1.52
H 1.02 1.95 3.11
H 1.79 1.74 1.36
C 1.21 4.59 -1.13
F 2.52 4.43 -1.33
F 1.02 4.69 0.18
F 0.82 5.72 -1.70
S 0.30 3.16 -1.84
O 1.01 2.91 -3.08
O 0.55 2.09 -0.87
O -1.06 3.58 -1.97
C -1.90 0.00 4.25
C -3.05 0.91 3.86
C -4.06 1.03 4.99
O -5.17 1.84 4.67
C -6.23 1.12 4.10
N -2.60 2.19 3.38
H -2.15 -1.06 4.35
H -1.45 0.35 5.18
H -1.14 0.03 3.47
H -3.58 0.33 3.08
H -3.54 1.44 5.86
H -4.39 0.03 5.31
H -7.01 1.80 3.79
H -6.65 0.40 4.83
H -5.91 0.48 3.27
H -3.41 2.80 3.25
H -2.27 2.07 2.42
C 2.66 -2.32 0.84
C 3.22 -1.16 0.02
C 3.87 -1.56 -1.29
O 4.32 -0.36 -1.90
C 4.73 -0.51 -3.24
N 2.23 -0.07 -0.15
H 1.78 -2.75 0.35
H 2.33 -1.92 1.80
H 3.44 -3.06 1.02
H 4.10 -0.84 0.60
H 3.17 -2.00 -2.02
H 4.69 -2.29 -1.15
H 3.85 -0.50 -3.89
H 5.16 -1.51 -3.41
H 5.49 0.23 -3.47
H 2.72 0.55 -0.78
H 2.22 0.36 0.78
C -0.94 -2.66 -1.91
C 0.21 -1.73 -2.26
C 0.87 -1.95 -3.59
O 1.22 -3.33 -3.70
C 1.53 -3.69 -5.01
N -0.07 -0.29 -1.99
H -1.45 -3.07 -2.79
H -1.62 -2.28 -1.16
H -0.49 -3.55 -1.48
H 0.97 -1.97 -1.50
H 1.77 -1.35 -3.74
H 0.18 -1.70 -4.42
H 1.99 -4.67 -5.00
H 2.12 -2.95 -5.56
H 0.61 -3.78 -5.62
H 0.64 0.27 -2.46
H -0.84 -0.03 -2.62
```

Properties
**E_LUMO (alpha / beta)**: 2.242 / 2.242 eV
**Total charge**: -1
**Spin multiplicity**: 2
**Expectation value of S²**: 0.7679
**Frontier orbital gap (alpha / beta)**: 8.082 / 8.081 eV
**Energy above the lowest of the compared OMol25 structures with the same formula, charge and spin**: 47.0 kJ/mol
**Energy**: -78976.5573 eV

Here is what Mulliken gives for the atomic charges, in e: -0.367 1.501 0.742 -0.166 -0.376 -0.342 -0.544 0.623 -0.150 -0.281 -0.168 -0.106 0.633 -0.233 -0.224 -0.238 1.142 -0.744 -0.524 -0.713 -1.203 1.098 -0.769 -0.357 -0.676 -0.704 0.354 0.349 -0.093 -0.052 0.371 0.336 0.266 0.289 0.274 0.305 0.093 -1.385 0.072 -0.512 -0.374 -0.804 -0.170 0.100 0.330 0.496 0.539 0.021 0.484 0.249 0.328 0.276 0.228 -0.235 -1.632 2.176 -0.736 -0.369 -0.856 -0.299 0.353 0.348 0.375 -1.574 0.087 0.700 0.272 0.320 0.323 0.273 0.254



3.
This record from the Open Molecules 2025 dataset describes a structure of composition C3H5HgO3 in a non-equilibrium geometry. The level of theory is ωB97M-V with the def2-TZVPD basis set.

XYZ file:
```
12
C3H5HgO3 (ωB97M-V with the def2-TZVPD basis set)
H 0.80 -0.30 -1.48
C 1.13 -0.63 -0.48
C 0.02 -1.20 0.31
O -1.22 -0.60 0.36
C -1.38 0.67 0.06
O -2.66 0.85 -0.04
H 1.91 -1.39 -0.60
H 0.00 -2.21 0.70
H -2.87 1.79 -0.04
Hg 0.52 2.35 -0.07
O 1.70 0.51 0.21
H 2.05 0.16 1.07
```

Properties
**E_LUMO (alpha / beta)**: -4.228 / -6.414 eV
**Total charge**: +1
**Spin multiplicity**: 3
**Expectation value of S²**: 2.0091
**Frontier orbital gap (alpha / beta)**: 8.478 / 8.506 eV
**Energy above the lowest of the compared OMol25 structures with the same formula, charge and spin**: 107.1 kJ/mol
**Energy**: -13497.8844 eV

Here is what natural (NBO) gives for the atomic charges, in e: 0.222 -0.201 0.169 -0.455 0.385 -0.605 0.237 0.219 0.522 0.781 -0.794 0.520